(1)
18
Properties=species:S:1:pos:R:3:forces:R:3:lowdin_charge:R:1 method="wB97M-V/def2-TZVPD" total_energy_ev=-9807.828 lumo_energy_ha=-0.11842 homo_ev=-14.02 molar_mass_g_mol=112.2 total_charge=+1
C 1.7557 0.1665 0.2362 -2.62 5.09 4.64 0.0660
N 0.4506 0.3664 -0.5480 1.56 -1.20 -0.07 -0.0547
C -0.2420 1.6302 -0.5194 -2.31 0.25 -0.25 -0.0300
C -1.5878 1.4243 -0.4594 0.54 1.83 -0.08 -0.0388
N -1.9591 0.0857 -0.1718 1.26 -0.12 -1.07 0.0346
C -1.3422 -0.3925 1.0792 -0.46 -0.99 -0.57 -0.0175
C -0.5864 -0.6661 -0.2026 -2.48 0.21 1.96 -0.3947
N -0.4682 -1.9909 -0.6051 2.57 4.35 -2.58 0.1960
H 1.4286 0.1628 1.3776 0.73 -0.48 -2.42 0.1531
H 2.1409 -0.6870 -0.0820 1.86 -3.76 -1.17 0.0409
H 2.4635 1.0482 0.2241 -0.98 -0.95 -0.81 0.1300
H 0.7820 0.1982 -1.5076 -0.49 -0.04 -0.09 0.1973
H 0.3182 2.5178 -0.7176 0.13 0.30 -0.12 0.1254
H -2.3818 2.2536 -0.6559 1.54 -1.77 0.68 0.1713
H -1.9421 -1.2742 1.4494 1.06 1.13 -0.02 0.1494
H -1.0099 0.3651 1.7848 -0.03 -0.20 -0.03 0.1259
H -0.7734 -2.2063 -1.5095 -0.47 -0.29 -1.48 0.1015
H -0.7627 -2.5943 0.0281 -1.43 -3.35 3.47 0.0443

---

(2)
18
Properties=species:S:1:pos:R:3:forces:R:3:lowdin_charge:R:1 method="wB97M-V/def2-TZVPD" total_energy_ev=-9808.144 lumo_energy_ha=-0.19635 homo_ev=-14.23 molar_mass_g_mol=112.2 total_charge=+1
C 0.5339 -1.8824 -0.4858 2.30 2.94 -2.65 0.0611
C 0.3884 -0.1051 -0.2079 -1.92 -3.93 -2.16 -0.4318
N 1.2259 0.6264 -1.0366 3.51 -4.69 0.00 0.1147
C 0.1450 0.0684 1.3485 4.26 0.90 -1.33 -0.0769
C -0.3347 1.4264 1.4232 0.03 1.53 0.77 -0.0431
N -1.4637 1.6727 0.8338 2.10 1.09 0.72 0.1515
C -1.7848 0.9050 -0.1730 -3.32 -2.44 -1.37 -0.1387
N -0.9486 0.1333 -0.8567 -0.86 0.28 -0.34 0.0945
H 1.3634 -2.0863 -1.3658 -2.43 0.81 1.98 0.1386
H -0.4408 -2.2777 -0.7344 -0.07 0.07 -0.13 0.0558
H 0.9414 -2.3715 0.3459 0.39 -0.40 1.51 0.0315
H 2.2056 0.2548 -1.0723 -1.31 0.82 0.02 0.1397
H 1.1796 1.5639 -1.0142 -0.18 3.99 0.17 0.0527
H 1.1560 -0.0463 1.8225 -1.12 -0.13 -0.17 0.1568
H -0.5055 -0.6983 1.5739 -1.55 -1.42 0.93 0.1100
H 0.3693 2.2294 1.8504 -1.70 -0.93 -0.42 0.1784
H -2.8902 0.7565 -0.3564 1.31 0.78 -0.40 0.1735
H -1.1402 -0.1692 -1.8951 0.54 0.74 2.89 0.2318